The following is a quantum chemistry calculation of a cluster of 2 separate species, C2H7NS2 in total at a distorted geometry, from the OMol25 dataset.

Last column: Mulliken charge in e.
Geometry (Å):
C  -1.4662  0.5263  -1.7216  -1.1531
C  -0.6306  -0.3427  -0.7877  -0.2628
N  2.0878  -0.2527  2.6363  -0.3542
S  1.0649  0.1313  -0.8737  -0.2077
S  2.1956  -1.4376  1.5818  -0.1197
H  -2.5562  0.5020  -1.3408  0.2652
H  -1.0510  1.5303  -1.6028  0.3441
H  -1.5359  0.3154  -2.7605  0.3225
H  -0.9006  -1.3260  -0.9179  0.3860
H  -1.0372  -0.0016  0.1582  0.2314
H  2.6706  0.5549  2.4723  0.2716
H  1.1588  -0.1997  3.1566  0.2766

The energy above the lowest of the compared OMol25 structures with the same formula, charge and spin is 2.537 eV. As for the total charge: 0. Its HOMO energy (spin up / spin down) is -8.406 / -8.819 eV. For the LUMO energy (spin up / spin down), the calculation gives -1.427 / -0.763 eV.

=====

The following is a quantum chemistry calculation of an isolated molecule of C2H7NS2 at a distorted geometry, from the OMol25 dataset.

Last column: Mulliken charge in e.
Geometry (Å):
N  -0.2586  -1.8792  0.6170  -0.4860
C  0.7258  -0.8001  0.5112  -0.2949
C  0.3286  0.3085  -0.5062  -0.6748
S  0.0319  2.0050  0.4253  -0.0750
S  -0.9372  2.9064  -1.1591  -0.2389
H  -0.5899  -2.2566  1.4829  0.1492
H  -0.4706  -2.5058  -0.1086  0.1418
H  0.9468  -0.4497  1.5164  0.3403
H  1.6392  -1.3726  0.2442  0.2253
H  1.2655  0.5339  -1.1041  0.3348
H  -0.5577  0.0544  -1.1527  0.4242
H  -2.1238  3.4558  -0.7664  0.1539

The energy above the lowest of the compared OMol25 structures with the same formula, charge and spin is 1.020 eV. As for the total charge: 0. Its HOMO energy is -8.433 eV. For the LUMO energy, the calculation gives 0.538 eV.